1.
ORCA calculation (ωB97M-V with the def2-TZVPD basis set) on C41H43AgBGeN2 as an isolated structure.

Each line ends with the Mulliken spin population.
CARTESIAN COORDINATES (ANGSTROEM)
H -17.026 -5.099 -10.514  -0.018
C -15.317 -1.204 -10.100  0.000
N -17.721 -0.370 -3.789  0.000
H -14.126 -7.149 -11.122  -0.003
H -20.285 -9.381 -10.316  -0.004
H -16.712 -2.531 -11.032  0.000
C -21.529 -0.511 -8.793  0.000
H -20.766 -1.574 -3.847  0.000
H -20.146 -7.963 -9.346  -0.001
C -14.516 -4.965 -3.485  0.000
C -16.763 -6.890 -5.820  0.006
H -13.502 -8.421 -8.401  -0.002
H -16.119 -4.505 -4.850  0.000
C -20.512 -5.151 -12.090  0.002
H -21.114 -3.940 -10.420  0.000
C -14.860 -0.537 -8.989  0.000
C -18.316 -8.982 -9.705  -0.100
C -15.506 -11.201 -11.143  -0.008
C -16.628 -1.596 -7.752  0.000
H -18.101 -10.963 -10.597  0.013
C -19.463 -5.759 -12.751  0.001
H -13.313 -8.171 -3.089  0.000
H -12.581 -6.690 -10.648  0.002
H -14.584 -11.403 -10.627  -0.002
Ag -17.762 -5.218 -6.850  0.001
C -19.768 -9.000 -9.416  0.000
H -16.198 -10.288 -6.230  0.000
C -13.852 -7.297 -3.522  0.000
H -12.858 -4.845 -8.388  0.000
C -16.137 -7.752 -9.551  0.039
H -19.816 -1.144 -9.891  0.000
H -18.076 -7.000 -8.953  0.033
N -15.621 -6.652 -9.108  0.497
C -14.991 -8.904 -5.032  -0.002
H -22.638 -1.771 -5.944  0.000
C -16.886 -8.216 -6.232  0.027
C -17.153 -2.276 -8.870  0.001
C -17.968 -5.017 -11.015  0.018
H -23.155 -0.045 -7.520  0.000
C -13.709 -6.037 -3.043  0.000
H -14.755 -1.111 -11.073  0.000
Ge -18.624 -3.640 -8.534  0.001
H -14.405 -9.055 -10.193  0.014
C -15.485 -5.258 -4.417  -0.002
C -13.609 -6.404 -10.534  0.036
H -14.632 -4.285 -8.781  -0.002
C -15.703 -6.573 -4.957  0.003
C -17.592 -7.882 -9.392  0.084
B -20.231 -0.959 -2.908  0.000
H -12.337 -7.090 -8.068  -0.001
C -14.155 -6.425 -9.059  -0.079
C -22.032 -1.747 -6.879  0.000
H -12.905 -5.900 -2.350  0.000
H -14.340 -9.700 -4.598  0.000
H -16.182 -12.123 -11.226  -0.003
C -20.955 -2.589 -7.127  0.000
H -14.355 -3.971 -3.161  0.000
H -19.975 -9.584 -8.550  -0.003
C -20.331 -4.485 -10.895  -0.001
C -20.105 -2.352 -8.181  0.001
H -13.854 -7.412 -7.090  -0.005
C -18.218 -5.702 -12.180  0.000
H -15.405 -0.209 -6.890  0.000
C -15.526 -8.910 -10.097  0.210
H -17.412 -6.168 -12.654  0.000
H -14.022 0.153 -9.021  0.000
C -18.787 -0.645 -3.397  0.000
H -20.702 -3.271 -6.261  0.000
C -16.416 -2.096 -10.034  -0.001
C -13.946 -5.054 -8.386  0.003
C -14.809 -7.601 -4.514  -0.003
C -16.220 -10.024 -10.461  -0.089
H -13.790 -5.424 -10.910  -0.003
C -17.598 -10.069 -10.326  0.319
C -15.538 -0.736 -7.780  0.000
C -22.365 -0.702 -7.712  0.000
C -20.440 -1.296 -8.976  0.000
C -13.390 -7.400 -8.114  0.041
H -21.485 -5.129 -12.556  0.000
H -20.814 0.124 -2.699  0.000
C -19.026 -4.354 -10.328  -0.001
H -14.169 -5.111 -7.320  0.001
H -21.815 0.307 -9.460  0.000
H -17.169 -1.649 -6.846  0.000
H -15.355 -10.885 -12.176  -0.001
H -19.535 -6.142 -13.741  0.000
H -20.273 -1.551 -1.827  0.000
C -16.037 -9.240 -5.846  0.006
H -17.691 -8.461 -6.896  -0.025

Output
gap between HOMO and LUMO (alpha / beta): 6.362 / 5.376 eV
LUMO energy (alpha / beta): 3.73 / 2.74 eV
<S²>: 0.803
energy relative to the best compared isomer or geometry (same formula, charge and spin): 0.0 kJ/mol
net charge: -2
F_max: 3.38 eV Å⁻¹
highest occupied orbital energy (alpha / beta): -2.6 / -2.6 eV
multiplicity: 2

---

2.
ORCA calculation (ωB97M-V with the def2-TZVPD basis set) on C41H43AsNOPPtSSi as an isolated structure.

Each line ends with the Mulliken spin population.
CARTESIAN COORDINATES (ANGSTROEM)
C 1.702 4.701 -1.372  0.008
C -0.031 -0.601 -3.869  0.012
C -4.501 -0.304 -2.959  -0.005
H -4.788 -1.235 -3.435  0.000
C -2.553 -1.990 1.183  -0.001
C 1.186 -2.409 -2.084  -0.001
O 1.667 -0.308 1.149  0.062
H -2.631 -2.071 -5.485  -0.001
H 3.753 -0.254 2.808  -0.002
H 4.332 3.983 2.433  0.002
C 3.478 -3.492 1.126  -0.002
P 0.742 -0.647 -2.221  0.104
H -5.085 0.914 -4.631  0.001
C -3.254 -0.807 1.441  0.039
H 3.830 -1.548 0.261  -0.002
H -5.253 2.358 0.456  0.001
H 0.806 -4.295 3.046  0.001
H -1.155 3.887 -2.698  0.002
C 3.803 3.080 2.158  -0.062
H -4.493 -4.096 3.026  0.000
H 2.318 1.177 -2.579  0.002
C 2.044 -1.611 1.440  -0.017
C -3.958 -0.326 -1.681  0.000
H 2.862 -5.303 2.100  0.000
C 2.007 1.992 0.879  0.149
H 2.891 -0.321 -3.366  0.002
H -3.465 3.001 -1.266  0.004
C -3.498 2.152 1.681  0.032
C -4.382 -0.809 2.262  -0.002
H -5.714 -1.976 3.468  0.000
C -4.738 2.686 1.350  0.005
C -3.762 2.068 -1.734  0.010
H -1.490 -2.075 -3.300  0.006
N 0.986 2.027 0.018  0.479
C -2.865 2.565 2.850  0.007
H 0.290 -3.019 -1.983  0.003
C -3.028 -3.173 1.774  -0.038
H -1.895 2.155 3.108  -0.006
H 1.753 -2.724 -2.961  0.000
H 0.274 -1.905 2.588  -0.002
Pt -0.345 0.205 -0.329  0.555
C -0.485 3.062 -2.428  0.010
C -0.270 0.272 -6.109  -0.010
H 2.989 -0.122 -1.597  -0.002
C 3.482 0.694 2.365  -0.136
H 0.235 2.950 -3.241  0.001
C -4.702 4.031 3.349  0.004
H 0.067 0.942 -6.891  0.000
H 1.782 -2.547 -1.179  0.000
H 1.300 5.286 -2.204  0.000
H 5.009 1.778 3.392  0.011
H -1.083 2.153 -2.368  0.005
C -4.673 0.901 -3.628  0.008
C 1.181 -2.362 2.212  0.004
H 2.443 4.108 0.908  0.007
C -4.149 -3.168 2.583  0.006
H 4.366 -3.930 0.690  0.000
C 1.482 -3.696 2.449  0.002
H -0.294 4.683 1.241  0.000
As -2.582 0.803 0.610  0.060
C 2.414 0.754 1.480  0.107
C -3.586 0.863 -1.061  -0.003
H -3.808 -1.272 -1.174  0.002
H -1.857 -0.561 -7.289  0.001
H -6.303 4.037 1.920  0.000
H -1.629 3.721 0.606  0.002
H -5.170 4.763 3.996  0.000
C -1.780 -1.420 -5.321  -0.011
C -1.350 -0.569 -6.332  0.016
H -4.909 0.116 2.459  0.000
H 1.223 0.924 -4.725  0.005
C 2.746 3.146 1.290  0.145
Si 0.372 3.482 -0.830  -0.041
H 2.003 5.406 -0.594  0.001
H -2.969 3.804 4.597  0.000
H 2.602 4.189 -1.730  0.000
C 3.184 -2.158 0.880  0.013
C 2.394 0.093 -2.487  0.001
C -5.336 3.625 2.183  -0.001
S -1.129 -2.074 0.153  0.201
C -3.466 3.495 3.686  -0.003
C 0.384 0.259 -4.883  0.019
C -4.308 2.088 -3.010  -0.003
H -1.191 5.251 -0.178  0.001
C 2.631 -4.262 1.913  0.002
H -4.439 3.032 -3.526  0.000
C -1.129 -1.433 -4.098  0.023
C -0.792 4.363 0.321  0.010
C 4.180 1.843 2.698  0.198
H -2.492 -4.095 1.583  0.000
C -4.836 -1.983 2.834  -0.001

Output
gap between HOMO and LUMO (alpha / beta): 5.755 / 4.932 eV
LUMO energy (alpha / beta): 0.51 / -1.66 eV
<S²>: 2.041
energy relative to the best compared isomer or geometry (same formula, charge and spin): 6.7 kJ/mol
net charge: 0
F_max: 0.52 eV Å⁻¹
highest occupied orbital energy (alpha / beta): -5.2 / -6.6 eV
multiplicity: 3

---

> Look up the energy relative to the best compared isomer or geometry (same formula, charge and spin) of the first one.

0.0 kJ/mol

---

> Look up the F_max of the first one.

3.38 eV Å⁻¹

---

> Among the records above, which one has the highest energy relative to the best compared isomer or geometry (same formula, charge and spin)?

C41H43AsNOPPtSSi

---

> The highest multiplicity belongs to which entry?

C41H43AsNOPPtSSi